1.
Below is C18H10Cl2CrN4O6S as an isolated structure, with properties calculated with the ωB97M-V functional and the def2-TZVPD basis.

Atoms and positions in Å:
Cr1 -0.09 0.01 0.56
Cl1 1.04 4.63 5.71
C1 0.38 3.86 4.29
C2 0.92 2.64 3.88
C3 0.44 1.98 2.75
N1 0.98 0.82 2.21
C4 2.21 0.41 2.56
O1 2.87 0.69 3.57
C5 2.91 -0.42 1.50
C6 3.95 -1.26 1.85
C7 4.61 -1.96 0.85
C8 4.21 -1.77 -0.46
C9 3.16 -0.90 -0.73
N2 2.53 -0.24 0.24
C10 -0.67 2.54 2.05
C11 -1.17 3.78 2.46
C12 -0.65 4.43 3.57
Cl2 -1.34 5.97 4.04
N3 -1.20 1.77 1.01
C13 -2.43 2.00 0.54
O2 -3.10 3.04 0.59
C14 -3.08 0.80 -0.11
C15 -4.11 0.97 -1.02
C16 -4.74 -0.16 -1.52
C17 -4.32 -1.41 -1.09
C18 -3.28 -1.48 -0.17
N4 -2.68 -0.40 0.31
H1 1.73 2.20 4.44
H2 4.22 -1.35 2.90
H3 5.42 -2.64 1.09
H4 4.69 -2.31 -1.28
H5 2.79 -0.76 -1.73
H6 -1.98 4.22 1.92
H7 -4.41 1.97 -1.30
H8 -5.53 -0.07 -2.25
H9 -4.76 -2.32 -1.48
H10 -2.89 -2.44 0.16
O3 0.29 -2.06 0.31
S1 -0.04 -2.10 -1.18
O4 1.13 -2.49 -1.96
O5 -0.40 -0.64 -1.44
O6 -1.19 -2.97 -1.43

Results
Charge: -2
Expectation value of S²: 6.012
Gap between HOMO and LUMO (spin up / spin down) in hartree: 0.2197 / 0.2411
Spin multiplicity: 5
Energy above the lowest of the compared OMol25 structures with the same formula, charge and spin in eV: 0.000

***

2.
Below is H7OPS2Si2 as an isolated structure, with properties calculated with the ωB97M-V functional and the def2-TZVPD basis.

Atoms and positions in Å:
Si1 2.43 -0.35 -0.11
O1 0.91 0.11 -0.72
Si2 -0.29 0.46 0.43
S1 -0.92 2.50 0.11
P1 -2.06 -0.83 -0.07
S2 -3.69 -0.23 0.87
H1 3.45 -0.04 -1.12
H2 2.78 0.37 1.13
H3 2.50 -1.80 0.14
H4 0.15 0.26 1.82
H5 -1.31 2.39 -1.19
H6 -2.24 -0.68 -1.48
H7 -1.70 -2.17 0.20

Results
Gap between HOMO and LUMO in hartree: 0.3273

***

3.
Below is a 3-piece molecular cluster, C3H3NO2 overall, with properties calculated with the ωB97M-V functional and the def2-TZVPD basis.

Atoms and positions in Å:
C1 -1.84 -0.09 0.26
O1 -0.93 0.26 -0.45
C2 1.68 1.09 -1.55
O2 1.50 2.14 -1.95
C3 1.50 -1.12 0.91
N1 2.27 -1.71 1.53
H1 0.78 -0.56 0.33
H2 -1.67 -0.45 1.30
H3 -2.89 -0.08 -0.08

Results
Gap between HOMO and LUMO in hartree: 0.4142
Energy above the lowest of the compared OMol25 structures with the same formula, charge and spin in eV: 2.447

***

4.
Below is C60H133AsF6N8O2P2 as an isolated structure, with properties calculated with the ωB97M-V functional and the def2-TZVPD basis.

Atoms and positions in Å:
As1 -0.99 -3.05 -2.06
F1 -0.18 -4.47 -2.57
F2 -0.20 -2.22 -3.43
F3 -1.55 -1.40 -1.55
F4 -1.79 -4.00 -0.72
F5 0.44 -2.71 -0.96
F6 -2.41 -3.38 -3.03
C1 4.33 -3.97 8.22
N1 2.87 -4.26 8.77
C2 2.48 -5.64 8.33
C3 3.00 -4.42 10.29
C4 1.90 -3.10 8.47
C5 1.24 -3.03 7.17
O1 2.08 -3.35 6.09
H1 4.74 -3.06 8.66
H2 4.21 -3.95 7.13
H3 4.93 -4.82 8.54
H4 1.43 -5.72 8.59
H5 2.98 -6.46 8.85
H6 2.79 -5.71 7.28
H7 3.93 -4.97 10.45
H8 2.06 -4.89 10.56
H9 3.08 -3.38 10.61
H10 2.45 -2.17 8.60
H11 1.03 -3.11 9.13
H12 1.05 -1.96 7.04
H13 0.27 -3.49 6.98
H14 1.86 -2.88 5.28
C6 -11.36 -3.69 -1.47
N2 -10.50 -3.35 -0.26
C7 -10.51 -1.79 -0.08
C8 -11.19 -3.90 1.05
C9 -8.99 -3.83 -0.38
C10 -8.76 -5.24 0.08
O2 -9.54 -6.16 -0.61
H15 -12.39 -3.34 -1.46
H16 -11.37 -4.77 -1.58
H17 -10.86 -3.19 -2.31
H18 -10.12 -1.57 0.91
H19 -11.52 -1.48 -0.32
H20 -9.97 -1.25 -0.86
H21 -10.39 -3.57 1.70
H22 -11.27 -4.98 1.19
H23 -12.10 -3.37 1.33
H24 -8.37 -3.21 0.27
H25 -8.50 -3.60 -1.33
H26 -8.98 -5.26 1.15
H27 -7.72 -5.54 0.01
H28 -9.24 -7.01 -0.30
C11 1.07 -12.12 4.81
C12 0.06 -11.78 3.63
N3 -1.00 -10.82 4.03
C13 -1.26 -9.50 3.69
C14 -2.29 -9.02 4.42
N4 -2.89 -10.05 5.08
C15 -2.04 -11.12 4.89
C16 -4.17 -9.98 5.89
H29 0.56 -12.48 5.70
H30 1.60 -11.19 5.01
H31 1.84 -12.84 4.55
H32 -0.56 -12.61 3.28
H33 0.73 -11.28 2.93
H34 -0.59 -8.99 3.01
H35 -2.71 -8.02 4.48
H36 -2.15 -12.13 5.24
H37 -4.15 -9.11 6.54
H38 -4.28 -10.91 6.44
H39 -5.09 -9.98 5.30
C17 7.97 -3.90 1.09
C18 7.80 -5.40 1.04
N5 7.87 -5.95 -0.33
C19 8.89 -6.63 -0.95
C20 8.44 -7.13 -2.20
N6 7.16 -6.66 -2.40
C21 6.87 -5.95 -1.28
C22 6.19 -6.95 -3.40
H40 9.03 -3.78 0.86
H41 7.69 -3.41 2.02
H42 7.30 -3.39 0.40
H43 6.89 -5.79 1.51
H44 8.61 -5.85 1.61
H45 9.84 -6.81 -0.46
H46 9.00 -7.78 -2.86
H47 5.87 -5.56 -1.15
H48 6.68 -7.67 -4.06
H49 5.89 -6.17 -4.09
H50 5.47 -7.65 -2.96
C23 -6.19 -8.06 -6.79
C24 -4.66 -8.32 -7.14
N7 -4.17 -9.55 -6.48
C25 -4.89 -10.73 -6.30
C26 -4.02 -11.69 -5.75
N8 -2.79 -11.10 -5.56
C27 -2.88 -9.80 -6.01
C28 -1.71 -11.88 -5.06
H51 -6.97 -8.54 -7.38
H52 -6.37 -7.03 -7.08
H53 -6.36 -8.14 -5.72
H54 -4.07 -7.44 -6.89
H55 -4.53 -8.52 -8.20
H56 -5.94 -10.84 -6.53
H57 -4.18 -12.67 -5.32
H58 -2.01 -9.16 -5.93
H59 -0.78 -11.30 -5.11
H60 -1.51 -12.78 -5.64
H61 -2.01 -12.17 -4.05
C29 3.31 5.11 2.53
C30 4.61 4.22 2.45
C31 5.89 5.17 2.15
C32 6.17 6.36 3.10
P1 7.79 7.16 2.74
C33 8.13 7.03 0.94
C34 7.18 7.90 0.18
C35 7.33 7.87 -1.33
C36 8.27 8.99 -1.96
C37 7.58 8.86 3.25
C38 7.39 9.13 4.85
C39 7.86 10.52 5.24
C40 7.00 11.57 4.71
C41 9.16 6.46 3.59
C42 9.97 5.32 2.80
C43 10.93 4.39 3.66
C44 10.16 3.58 4.75
H62 3.06 5.52 1.55
H63 3.27 5.91 3.27
H64 2.50 4.48 2.89
H65 4.39 3.68 1.52
H66 4.86 3.68 3.36
H67 5.98 5.30 1.07
H68 6.67 4.43 2.31
H69 6.07 5.89 4.08
H70 5.39 7.12 3.08
H71 8.23 6.05 0.49
H72 9.13 7.46 0.96
H73 7.19 8.92 0.56
H74 6.12 7.66 0.34
H75 6.43 8.01 -1.94
H76 7.84 7.02 -1.79
H77 7.85 9.94 -1.63
H78 8.34 8.77 -3.03
H79 9.24 8.90 -1.47
H80 6.62 9.14 2.81
H81 8.20 9.54 2.67
H82 7.98 8.38 5.39
H83 6.36 8.88 5.09
H84 8.87 10.88 5.01
H85 7.77 10.55 6.33
H86 7.04 11.48 3.62
H87 7.32 12.60 4.91
H88 5.93 11.54 4.89
H89 8.75 6.14 4.54
H90 9.80 7.29 3.88
H91 10.49 5.90 2.05
H92 9.28 4.65 2.28
H93 11.61 5.08 4.16
H94 11.59 3.74 3.09
H95 9.34 2.96 4.39
H96 9.69 4.34 5.38
H97 10.84 2.99 5.35
C45 -0.02 4.72 -4.39
C46 -1.04 5.76 -4.66
C47 -2.43 5.30 -4.64
C48 -3.41 6.30 -5.12
P2 -5.11 5.90 -4.76
C49 -5.58 4.18 -4.99
C50 -5.59 3.81 -6.51
C51 -5.43 2.23 -6.72
C52 -5.52 1.84 -8.14
C53 -6.33 6.87 -5.76
C54 -6.34 8.41 -5.96
C55 -6.80 9.26 -4.80
C56 -7.37 10.57 -5.39
C57 -5.42 6.49 -3.10
C58 -6.80 5.95 -2.48
C59 -7.14 6.28 -1.05
C60 -7.32 7.70 -0.80
H98 -0.39 4.10 -3.58
H99 0.99 5.04 -4.12
H100 0.10 4.02 -5.22
H101 -0.84 6.10 -5.68
H102 -0.97 6.50 -3.86
H103 -2.63 5.03 -3.60
H104 -2.60 4.36 -5.16
H105 -3.54 6.30 -6.20
H106 -3.15 7.29 -4.75
H107 -6.62 4.04 -4.69
H108 -4.86 3.57 -4.45
H109 -4.75 4.27 -7.03
H110 -6.53 4.23 -6.88
H111 -6.25 1.75 -6.18
H112 -4.44 1.89 -6.41
H113 -6.44 2.08 -8.66
H114 -5.25 0.78 -8.23
H115 -4.75 2.36 -8.71
H116 -7.32 6.51 -5.47
H117 -6.28 6.41 -6.75
H118 -7.08 8.64 -6.73
H119 -5.43 8.82 -6.40
H120 -5.98 9.44 -4.11
H121 -7.56 8.94 -4.08
H122 -7.72 11.23 -4.60
H123 -8.22 10.31 -6.02
H124 -6.50 11.01 -5.88
H125 -5.20 7.56 -3.05
H126 -4.66 6.14 -2.40
H127 -6.77 4.87 -2.32
H128 -7.70 6.20 -3.04
H129 -6.42 5.94 -0.30
H130 -8.07 5.74 -0.88
H131 -7.71 8.02 0.17
H132 -7.83 8.18 -1.63
H133 -6.28 8.02 -0.78

Results
Charge: +6
Gap between HOMO and LUMO in hartree: 0.3399

***

5.
Below is a 2-piece molecular cluster, C4H12 overall, with properties calculated with the ωB97M-V functional and the def2-TZVPD basis.

Atoms and positions in Å:
C1 -2.33 -0.24 -1.76
C2 -1.17 -1.10 -1.32
H1 -3.31 -0.50 -1.52
H2 -2.39 0.74 -1.18
H3 -2.51 -0.14 -2.81
H4 -0.27 -0.55 -1.19
H5 -1.10 -1.85 -2.04
H6 -1.45 -1.64 -0.40
C3 2.42 0.14 1.36
C4 1.29 1.12 1.52
H7 2.43 -0.35 2.33
H8 2.19 -0.76 0.84
H9 3.25 0.66 1.45
H10 0.68 0.94 2.41
H11 0.85 1.32 0.56
H12 1.41 2.18 1.74

Results
SMILES: CC.CC
Gap between HOMO and LUMO in hartree: 0.4511
Energy above the lowest of the compared OMol25 structures with the same formula, charge and spin in eV: 1.983

***

6.
Below is C24H23N5O2Pt as an isolated structure, with properties calculated with the ωB97M-V functional and the def2-TZVPD basis.

Atoms and positions in Å:
Pt1 0.19 -0.31 0.01
C1 -1.50 -1.07 -2.81
C2 -2.14 -1.81 -1.69
C3 -3.13 -2.76 -1.91
C4 -3.73 -3.38 -0.83
C5 -3.32 -3.05 0.45
C6 -2.31 -2.10 0.61
N1 -1.74 -1.51 -0.45
C7 -1.84 -1.66 1.93
C8 -2.42 -2.06 3.13
C9 -1.94 -1.54 4.32
C10 -0.90 -0.63 4.28
C11 -0.35 -0.28 3.05
N2 -0.81 -0.80 1.91
C12 0.74 0.71 2.91
C13 1.39 1.26 4.01
C14 2.38 2.21 3.79
C15 2.68 2.58 2.49
C16 1.97 2.01 1.43
C17 2.21 2.42 0.02
N3 1.04 1.08 1.66
H1 -2.12 -1.10 -3.70
H2 -0.54 -1.52 -3.06
H3 -1.35 -0.03 -2.52
H4 -3.44 -3.00 -2.92
H5 -4.52 -4.10 -0.97
H6 -3.78 -3.51 1.31
H7 -3.24 -2.75 3.14
H8 -2.38 -1.84 5.26
H9 -0.52 -0.21 5.20
H10 1.15 0.96 5.01
H11 2.90 2.65 4.62
H12 3.43 3.32 2.29
H13 2.52 3.46 -0.03
H14 1.30 2.28 -0.56
H15 3.02 1.82 -0.41
O1 6.95 -4.09 -2.17
C18 7.11 -2.73 -2.34
N4 5.86 -2.07 -2.75
C19 5.00 -1.63 -1.83
O2 5.17 -1.68 -0.63
C20 3.74 -0.95 -2.34
C21 3.61 -0.31 -3.57
C22 2.43 0.39 -3.81
C23 1.44 0.42 -2.84
N5 1.56 -0.22 -1.67
C24 2.69 -0.88 -1.43
H16 6.59 -4.29 -1.29
H17 7.84 -2.58 -3.13
H18 7.43 -2.23 -1.42
H19 5.60 -2.17 -3.72
H20 4.39 -0.32 -4.31
H21 2.29 0.92 -4.74
H22 0.54 0.98 -3.01
H23 2.81 -1.37 -0.46

Results
Charge: +2
Gap between HOMO and LUMO in hartree: 0.2709
Energy above the lowest of the compared OMol25 structures with the same formula, charge and spin in eV: 0.568

***

7.
Below is C13H13As5CrF30N2O5 as an isolated structure, with properties calculated with the ωB97M-V functional and the def2-TZVPD basis.

Atoms and positions in Å:
Cr1 -19.25 -9.57 8.94
As1 -15.80 -7.46 9.52
F1 -15.90 -7.39 11.37
F2 -17.00 -6.11 9.37
F3 -15.68 -7.54 7.82
F4 -14.62 -8.78 9.62
F5 -17.13 -8.75 9.37
F6 -14.42 -6.27 9.61
As2 -20.45 -13.55 9.05
F7 -21.01 -15.31 9.04
F8 -20.53 -13.61 10.79
F9 -19.80 -11.80 9.09
F10 -20.34 -13.48 7.29
F11 -22.08 -12.82 8.93
F12 -18.73 -14.19 9.07
As3 -17.18 -11.04 11.98
F13 -16.68 -9.35 12.43
F14 -15.69 -11.20 10.92
F15 -17.61 -12.70 11.52
F16 -18.67 -10.81 12.97
F17 -18.10 -10.51 10.50
F18 -16.19 -11.44 13.42
As4 -16.65 -11.47 6.95
F19 -17.83 -10.80 8.09
F20 -17.91 -11.99 5.85
F21 -15.34 -12.09 5.81
F22 -15.37 -11.01 8.01
F23 -16.84 -13.14 7.82
F24 -16.71 -9.93 6.04
As5 -19.90 -7.00 12.04
F25 -19.41 -8.20 10.76
F26 -19.09 -5.73 11.07
F27 -20.45 -5.74 13.18
F28 -20.77 -8.30 12.78
F29 -18.45 -7.35 13.05
F30 -21.46 -6.78 11.04
C1 -19.59 -6.90 6.96
O1 -19.65 -7.84 7.95
H1 -19.79 -5.84 7.14
H2 -18.61 -7.01 6.49
H3 -20.35 -7.01 6.19
C2 -25.52 -7.39 8.08
C3 -24.20 -6.97 7.99
C4 -23.21 -7.74 8.63
C5 -23.44 -8.91 9.41
C6 -24.84 -9.16 9.64
C7 -25.85 -8.46 8.96
N1 -22.39 -9.72 10.01
O2 -22.71 -10.56 10.91
O3 -21.18 -9.61 9.62
H4 -26.22 -6.81 7.50
H5 -23.98 -6.18 7.29
H6 -22.29 -7.22 8.43
H7 -25.21 -9.93 10.30
H8 -26.89 -8.72 9.09
C8 -20.60 -12.82 2.47
C9 -19.80 -11.70 2.84
C10 -19.93 -11.10 4.05
C11 -21.00 -11.53 4.90
C12 -21.82 -12.52 4.53
C13 -21.58 -13.18 3.41
N2 -21.17 -10.79 6.17
O4 -22.36 -10.62 6.46
O5 -20.19 -10.50 6.84
H9 -20.53 -13.37 1.54
H10 -19.19 -11.35 2.03
H11 -19.27 -10.29 4.31
H12 -22.72 -12.64 5.12
H13 -22.23 -14.03 3.27

Results
Charge: -4
Expectation value of S²: 6.052
Gap between HOMO and LUMO (spin up / spin down) in hartree: 0.1884 / 0.2050
Spin multiplicity: 5

***

8.
Below is one molecule with the formula C5H4BN3O, with properties calculated with the ωB97M-V functional and the def2-TZVPD basis.

Atoms and positions in Å:
B1 0.91 1.15 -1.50
C1 2.45 0.44 -0.89
C2 0.17 -1.47 -0.17
C3 0.35 0.37 1.25
C4 -1.93 -0.31 0.65
C5 -0.48 -0.16 0.12
N1 3.36 0.20 -0.22
N2 0.52 -2.50 -0.42
N3 0.93 0.91 2.04
O1 -0.25 0.72 -0.95
H1 0.81 1.79 -2.42
H2 -2.49 -1.09 0.12
H3 -1.91 -0.68 1.71
H4 -2.43 0.63 0.69

Results
SMILES: CC(C#N)(C#N)OBC#N
Gap between HOMO and LUMO in hartree: 0.4261
Energy above the lowest of the compared OMol25 structures with the same formula, charge and spin in eV: 0.000

***

> Which formula does entry 1 have?

C18H10Cl2CrN4O6S

***

What did the sixth record say?
Below is C24H23N5O2Pt as an isolated structure, with properties calculated with the ωB97M-V functional and the def2-TZVPD basis.

Atoms and positions in Å:
Pt1 0.19 -0.31 0.01
C1 -1.50 -1.07 -2.81
C2 -2.14 -1.81 -1.69
C3 -3.13 -2.76 -1.91
C4 -3.73 -3.38 -0.83
C5 -3.32 -3.05 0.45
C6 -2.31 -2.10 0.61
N1 -1.74 -1.51 -0.45
C7 -1.84 -1.66 1.93
C8 -2.42 -2.06 3.13
C9 -1.94 -1.54 4.32
C10 -0.90 -0.63 4.28
C11 -0.35 -0.28 3.05
N2 -0.81 -0.80 1.91
C12 0.74 0.71 2.91
C13 1.39 1.26 4.01
C14 2.38 2.21 3.79
C15 2.68 2.58 2.49
C16 1.97 2.01 1.43
C17 2.21 2.42 0.02
N3 1.04 1.08 1.66
H1 -2.12 -1.10 -3.70
H2 -0.54 -1.52 -3.06
H3 -1.35 -0.03 -2.52
H4 -3.44 -3.00 -2.92
H5 -4.52 -4.10 -0.97
H6 -3.78 -3.51 1.31
H7 -3.24 -2.75 3.14
H8 -2.38 -1.84 5.26
H9 -0.52 -0.21 5.20
H10 1.15 0.96 5.01
H11 2.90 2.65 4.62
H12 3.43 3.32 2.29
H13 2.52 3.46 -0.03
H14 1.30 2.28 -0.56
H15 3.02 1.82 -0.41
O1 6.95 -4.09 -2.17
C18 7.11 -2.73 -2.34
N4 5.86 -2.07 -2.75
C19 5.00 -1.63 -1.83
O2 5.17 -1.68 -0.63
C20 3.74 -0.95 -2.34
C21 3.61 -0.31 -3.57
C22 2.43 0.39 -3.81
C23 1.44 0.42 -2.84
N5 1.56 -0.22 -1.67
C24 2.69 -0.88 -1.43
H16 6.59 -4.29 -1.29
H17 7.84 -2.58 -3.13
H18 7.43 -2.23 -1.42
H19 5.60 -2.17 -3.72
H20 4.39 -0.32 -4.31
H21 2.29 0.92 -4.74
H22 0.54 0.98 -3.01
H23 2.81 -1.37 -0.46

Results
Charge: +2
Gap between HOMO and LUMO in hartree: 0.2709
Energy above the lowest of the compared OMol25 structures with the same formula, charge and spin in eV: 0.568